# 1
{"formula": "C22H44N3OP2Y", "method": "ωB97M-V/def2-TZVPD", "total_charge": 2, "max_force_ev_per_a": 5.436, "mol_weight_g_mol": 517.47, "lumo_ev": -6.35, "relative_energy_kj_mol": 0.00, "orbital_gap_ev": 7.704, "symbols": ["Y", "P", "P", "N", "C", "H", "H", "C", "H", "H", "C", "H", "H", "C", "H", "H", "C", "C", "H", "H", "H", "C", "C", "H", "H", "H", "C", "C", "H", "H", "H", "C", "C", "H", "H", "H", "C", "C", "H", "H", "H", "C", "H", "H", "H", "C", "H", "H", "H", "C", "H", "H", "H", "H", "H", "H", "H", "O", "H", "H", "N", "C", "C", "C", "N", "C", "C", "H", "H", "H", "H", "H", "H"], "coordinates": [[-0.37451, -0.34521, 0.39230], [0.36497, 2.02063, 1.69496], [-0.43743, -1.48414, -2.13096], [-0.56979, 1.49673, -1.17476], [-0.49932, 3.28031, 0.67878], [-1.29327, 3.72356, 1.29709], [0.23231, 4.07723, 0.47006], [-1.12029, 2.77995, -0.64762], [-2.20902, 2.64063, -0.51522], [-0.98885, 3.55594, -1.42678], [-0.86123, 1.27296, -2.63919], [0.05641, 1.49717, -3.21105], [-1.60711, 2.01826, -2.94642], [-1.40297, -0.13304, -2.94484], [-1.38467, -0.31244, -4.03396], [-2.45338, -0.21589, -2.61108], [-1.46203, -3.02799, -2.24515], [-2.31112, -3.18685, -0.97213], [-3.06297, -2.40041, -0.84665], [-1.68979, -3.20627, -0.05815], [-2.85417, -4.14136, -1.00101], [1.02423, -1.59653, -3.24839], [2.11820, -2.40787, -2.54176], [3.10021, -2.04154, -2.86674], [2.04649, -3.46937, -2.80098], [2.07419, -2.30792, -1.44642], [2.08549, 2.60370, 2.01233], [2.79221, 1.71129, 3.03941], [3.86393, 1.95507, 3.02252], [2.68097, 0.64217, 2.81962], [2.43165, 1.91944, 4.05626], [-0.55428, 1.88201, 3.31369], [-0.12819, 0.60800, 4.06342], [-0.98018, 0.22942, 4.64816], [0.69719, 0.80132, 4.75987], [0.18729, -0.22185, 3.40780], [1.25960, -1.87412, 1.34835], [0.70831, -2.09412, -4.67139], [-0.34904, -2.34615, -4.82936], [0.97865, -1.32032, -5.40645], [1.31729, -2.97781, -4.91010], [2.21825, 4.09368, 2.36312], [3.01245, 4.21571, 3.11435], [2.52685, 4.66200, 1.47880], [1.29849, 4.53765, 2.76933], [-0.50637, 3.11384, 4.22312], [-1.14074, 2.91635, 5.10189], [0.50684, 3.32550, 4.59053], [-0.90715, 4.01120, 3.73632], [-0.62684, -4.29149, -2.48862], [0.17902, -4.40297, -1.74725], [-1.28165, -5.17034, -2.40026], [-0.19408, -4.30754, -3.49347], [-2.13506, -2.85912, -3.10610], [-1.60381, 1.75341, 2.99000], [1.36814, -0.55073, -3.32322], [2.56402, 2.43985, 1.03333], [2.09983, -2.57095, 1.73815], [0.46172, 1.50568, -1.09599], [1.50401, -0.03996, -0.17641], [-6.18524, -1.21916, 2.85723], [-5.00467, -0.93468, 2.26761], [-4.94649, -0.06474, 1.14907], [-3.71956, 0.22892, 0.59377], [-2.55905, -0.30433, 1.08533], [-2.61468, -1.17489, 2.14147], [-3.80886, -1.49496, 2.76471], [-7.04414, -0.82089, 2.50928], [-6.22165, -1.83022, 3.66263], [-5.84871, 0.38682, 0.72908], [-3.61604, 0.90345, -0.26260], [-1.65987, -1.61101, 2.48194], [-3.79901, -2.16119, 3.63385]]}

***

# 2
{"formula": "C22H44NO4S3Si4Sr", "method": "ωB97M-V/def2-TZVPD", "total_charge": 1, "max_force_ev_per_a": 2.161, "mol_weight_g_mol": 682.76, "lumo_ev": -2.98, "relative_energy_kj_mol": 0.00, "orbital_gap_ev": 7.350, "symbols": ["Sr", "O", "C", "O", "C", "C", "C", "C", "C", "N", "C", "O", "O", "H", "H", "H", "H", "H", "C", "C", "S", "C", "C", "S", "C", "C", "S", "H", "H", "H", "H", "H", "H", "H", "H", "H", "H", "H", "H", "C", "Si", "C", "C", "Si", "Si", "C", "C", "C", "Si", "C", "C", "C", "H", "H", "H", "H", "H", "H", "H", "H", "H", "H", "H", "H", "H", "H", "H", "H", "H", "H", "H", "H", "H", "H", "H", "H", "H", "H", "H"], "coordinates": [[-0.84702, -2.67285, 0.52480], [-4.75709, -2.51218, -2.24929], [-3.65261, -2.39903, -1.52835], [-2.76568, -3.23291, -1.51828], [-3.60399, -1.15635, -0.69278], [-4.69010, -0.35167, -0.45290], [-4.52792, 0.67857, 0.48009], [-3.30619, 0.86142, 1.08807], [-2.23069, 0.03947, 0.72965], [-2.40506, -0.96580, -0.12131], [-0.83201, 0.23125, 1.32640], [-1.11337, 0.11453, 2.73938], [0.08220, -0.73665, 0.91663], [-4.71265, -3.34939, -2.73954], [-5.63412, -0.53123, -0.94606], [-5.36368, 1.31974, 0.72917], [-3.15619, 1.63204, 1.83204], [-0.26158, 0.18686, 3.18420], [-0.10575, -4.79423, -2.80754], [0.55710, -5.89800, -1.99342], [0.26009, -5.82263, -0.20394], [1.93361, -6.02153, 0.43604], [2.95182, -4.94739, 0.06352], [2.39352, -3.26999, 0.41721], [2.67126, -2.38276, -1.13622], [2.07567, -2.98898, -2.40088], [0.27051, -3.08369, -2.36047], [0.12548, -4.94015, -3.86326], [-1.19079, -4.84608, -2.70915], [0.18530, -6.85571, -2.35808], [1.63507, -5.90433, -2.14729], [1.80644, -6.06536, 1.51888], [2.30490, -6.99953, 0.12732], [3.86083, -5.12661, 0.63808], [3.23187, -5.01186, -0.98639], [2.23768, -1.39973, -0.93903], [3.74260, -2.23120, -1.27530], [2.36253, -2.36422, -3.24699], [2.47046, -3.98390, -2.59917], [-2.64466, 4.11066, 0.62386], [-1.08329, 3.82439, 1.64737], [-1.53229, 3.56337, 3.44603], [-0.03768, 5.36857, 1.49646], [0.03646, 1.92012, 0.84327], [2.14362, 1.66152, 1.84934], [3.34676, 0.63872, 0.85898], [2.01972, 0.84157, 3.52835], [2.88454, 3.35773, 2.10709], [0.03969, 2.06463, -1.50479], [-1.59835, 1.47872, -2.19984], [1.34140, 1.06599, -2.40962], [0.27670, 3.86649, -1.94442], [-3.48969, 4.37436, 1.26642], [-2.93670, 3.24780, 0.02327], [-2.48534, 4.94482, -0.06400], [-2.41995, 4.14623, 3.70610], [-0.71326, 3.90201, 4.08614], [-1.71892, 2.51470, 3.68881], [-0.66818, 6.25810, 1.58578], [0.46751, 5.41868, 0.52946], [0.72264, 5.41849, 2.27637], [3.04898, -0.41321, 0.86472], [4.33407, 0.71680, 1.32554], [3.44177, 0.97154, -0.17376], [1.76644, -0.21950, 3.44229], [1.31439, 1.33304, 4.20510], [3.00628, 0.89562, 3.99824], [2.88901, 3.94552, 1.18490], [3.91867, 3.26854, 2.45350], [2.32827, 3.92412, 2.85662], [-1.69431, 0.40031, -2.06398], [-1.61799, 1.68304, -3.27518], [-2.46607, 1.96646, -1.74779], [0.97094, 0.05401, -2.59996], [2.29617, 0.99182, -1.89360], [1.52034, 1.54104, -3.37850], [-0.56590, 4.47441, -1.60714], [0.37315, 3.99348, -3.02659], [1.18253, 4.26740, -1.48068]]}

***

# 3
{"formula": "C22H44O13S", "method": "ωB97M-V/def2-TZVPD", "max_force_ev_per_a": 3.110, "smiles": "COC(=O)CCCCS(=O)(=O)O.CCOC(C)=O.CCOC(C)=O.CCOC(C)=O.CCOC(C)=O", "mol_weight_g_mol": 548.65, "lumo_ev": 0.43, "orbital_gap_ev": 10.487, "symbols": ["C", "O", "C", "O", "C", "C", "C", "C", "S", "O", "O", "O", "H", "H", "H", "H", "H", "H", "H", "H", "H", "H", "H", "H", "C", "C", "O", "C", "C", "O", "H", "H", "H", "H", "H", "H", "H", "H", "C", "C", "O", "C", "C", "O", "H", "H", "H", "H", "H", "H", "H", "H", "C", "C", "O", "C", "C", "O", "H", "H", "H", "H", "H", "H", "H", "H", "C", "C", "O", "C", "C", "O", "H", "H", "H", "H", "H", "H", "H", "H"], "coordinates": [[1.56844, 0.76643, -1.13304], [2.27153, -0.06832, -0.20867], [2.12064, -1.37482, -0.42158], [2.23991, -1.89358, -1.47312], [1.83565, -2.23872, 0.78348], [3.11864, -2.49054, 1.59875], [4.28511, -2.89702, 0.68138], [5.14956, -1.68667, 0.23159], [5.54160, -1.61805, -1.54263], [6.94388, -1.46647, -1.63132], [4.82252, -0.58248, -2.18574], [5.16414, -3.01110, -2.22506], [2.22624, 1.59648, -1.38324], [1.31483, 0.27930, -2.07190], [0.65571, 1.19248, -0.71702], [1.52864, -3.21781, 0.42418], [1.03377, -1.80762, 1.38282], [3.36933, -1.64669, 2.24359], [2.93557, -3.32941, 2.27165], [3.86974, -3.47703, -0.13958], [4.93921, -3.55981, 1.24534], [4.65994, -0.73354, 0.42106], [6.08827, -1.72721, 0.77222], [4.19695, -3.12706, -2.16853], [-4.63897, -1.99820, -0.38013], [-3.20442, -1.88387, -0.84899], [-2.37377, -1.25809, 0.14106], [-1.79224, -1.91397, 1.14942], [-2.22542, -3.32549, 1.46865], [-0.97681, -1.34227, 1.82875], [-4.72602, -2.62740, 0.50751], [-5.26529, -2.42153, -1.16543], [-5.02673, -1.01513, -0.11232], [-2.78492, -2.84418, -1.15370], [-3.16049, -1.23640, -1.72272], [-2.99846, -3.29299, 2.23575], [-1.36412, -3.86754, 1.85437], [-2.58902, -3.88149, 0.60825], [2.89048, 5.30523, 0.58716], [2.27474, 4.97618, -0.75685], [0.91543, 4.55460, -0.61329], [-0.13375, 5.39850, -0.54487], [0.11956, 6.87275, -0.32508], [-1.24755, 4.95707, -0.59013], [2.37746, 6.13643, 1.07201], [3.94277, 5.56865, 0.47418], [2.81205, 4.44845, 1.25700], [2.35793, 5.80024, -1.46717], [2.80338, 4.13192, -1.19781], [0.07262, 7.08399, 0.74235], [-0.66313, 7.43104, -0.83347], [1.06812, 7.22432, -0.72471], [0.27824, -0.87566, -5.22871], [-0.74819, -1.89031, -4.77168], [-1.87307, -1.25899, -4.14836], [-2.93436, -0.77149, -4.81656], [-2.85366, -0.60858, -6.31610], [-3.89952, -0.41220, -4.19854], [-0.12924, -0.20361, -5.98489], [1.15262, -1.37505, -5.64673], [0.59592, -0.25640, -4.38993], [-1.07197, -2.54902, -5.57922], [-0.30911, -2.52884, -4.00595], [-2.52824, 0.40552, -6.54386], [-3.84767, -0.76500, -6.72884], [-2.19334, -1.32171, -6.80419], [-2.66216, 0.20074, 3.90964], [-3.58948, 0.89692, 4.88290], [-3.93553, 0.04607, 5.98171], [-3.18109, -0.09047, 7.08830], [-1.76749, 0.44678, 7.08757], [-3.61714, -0.69437, 8.02928], [-1.71373, -0.06637, 4.37503], [-2.45406, 0.83783, 3.05001], [-3.11332, -0.72690, 3.55722], [-3.18400, 1.84522, 5.23944], [-4.53052, 1.12993, 4.38618], [-1.08650, -0.35154, 6.79592], [-1.52663, 0.76964, 8.09794], [-1.62004, 1.30631, 6.43802]]}

***

# 4
{"formula": "C22H44O44S11", "method": "ωB97M-V/def2-TZVPD", "max_force_ev_per_a": 3.378, "mol_weight_g_mol": 1365.29, "lumo_ev": -0.30, "relative_energy_kj_mol": 295.29, "orbital_gap_ev": 10.103, "symbols": ["C", "C", "O", "S", "O", "O", "O", "H", "H", "H", "H", "C", "C", "O", "S", "O", "O", "O", "H", "H", "H", "H", "C", "C", "O", "S", "O", "O", "O", "H", "H", "H", "H", "C", "C", "O", "S", "O", "O", "O", "H", "H", "H", "H", "C", "C", "O", "S", "O", "O", "O", "H", "H", "H", "H", "C", "C", "O", "S", "O", "O", "O", "H", "H", "H", "H", "C", "C", "O", "S", "O", "O", "O", "H", "H", "H", "H", "C", "C", "O", "S", "O", "O", "O", "H", "H", "H", "H", "C", "C", "O", "S", "O", "O", "O", "H", "H", "H", "H", "C", "C", "O", "S", "O", "O", "O", "H", "H", "H", "H", "C", "C", "O", "S", "O", "O", "O", "H", "H", "H", "H"], "coordinates": [[5.56403, -3.33553, -3.04072], [4.75254, -2.61741, -4.12292], [4.13450, -1.47144, -3.49365], [4.44852, -1.37124, -1.93404], [3.20579, -1.16976, -1.25576], [5.50873, -0.45280, -1.68492], [4.97853, -2.89953, -1.83460], [6.63640, -3.13329, -3.07153], [5.44659, -4.40630, -3.19868], [3.96773, -3.27777, -4.48101], [5.36356, -2.16215, -4.89759], [-0.54460, 1.14250, 0.33362], [0.60120, 0.28507, -0.19827], [0.22143, -1.04696, 0.11756], [-1.28411, -1.20029, -0.44373], [-1.99251, -2.22574, 0.27067], [-1.25932, -1.25680, -1.88141], [-1.68909, 0.30008, 0.07727], [-0.78228, 2.01168, -0.28332], [-0.47788, 1.46903, 1.36917], [1.54464, 0.52438, 0.28246], [0.68657, 0.31094, -1.28777], [2.77118, 1.87225, -3.25756], [3.95031, 2.65478, -2.68763], [4.56669, 3.28452, -3.83536], [3.36076, 3.81536, -4.75324], [3.70110, 3.75829, -6.13182], [2.77733, 4.98276, -4.15728], [2.36508, 2.55362, -4.43970], [1.93682, 1.74546, -2.57138], [3.09775, 0.88439, -3.59398], [4.65858, 2.04640, -2.13527], [3.56687, 3.46370, -2.06696], [0.48584, -0.49930, 6.38784], [1.63304, 0.34295, 5.94789], [2.20153, -0.41988, 4.89222], [1.00123, -1.06741, 3.93489], [1.28466, -2.36589, 3.41878], [0.64702, -0.03800, 2.98991], [-0.01081, -1.12535, 5.18683], [-0.42573, 0.00004, 6.71703], [0.77630, -1.25256, 7.11962], [2.37088, 0.35273, 6.75001], [1.40217, 1.32492, 5.53138], [-5.18335, 0.29381, 0.02909], [-4.69613, 1.26779, -1.03070], [-4.62978, 0.54757, -2.24812], [-5.17940, -0.98099, -2.14609], [-4.03436, -1.82477, -2.35886], [-6.28362, -1.22132, -3.01009], [-5.65921, -0.90487, -0.56571], [-6.00672, 0.80948, 0.52208], [-4.40139, 0.11054, 0.76509], [-3.77169, 1.76303, -0.74000], [-5.42779, 2.07258, -1.13190], [3.12942, 3.66754, 6.01614], [2.05494, 3.36107, 7.06576], [0.98339, 2.85544, 6.27990], [0.91319, 3.72098, 4.86288], [0.10861, 4.89202, 5.04400], [0.66693, 2.84624, 3.74651], [2.48611, 4.14595, 4.87124], [3.79000, 2.80838, 5.87365], [3.79062, 4.42787, 6.44186], [1.74209, 4.23922, 7.63367], [2.38074, 2.58559, 7.75641], [-2.09706, -3.05761, 3.33131], [-2.31823, -3.42369, 4.79829], [-3.60316, -2.85641, 5.15614], [-4.53234, -2.72450, 3.84282], [-4.88091, -1.35002, 3.56388], [-5.54027, -3.73119, 3.74421], [-3.39873, -3.18499, 2.81362], [-1.50716, -3.79180, 2.77702], [-1.55656, -2.14668, 3.08307], [-1.60595, -3.01055, 5.50948], [-2.38163, -4.48919, 5.02572], [4.80710, 4.89973, 1.03443], [3.94396, 4.86081, 2.31276], [2.85186, 4.01254, 2.05842], [2.44928, 4.02836, 0.44744], [1.39211, 4.96209, 0.27986], [2.31834, 2.69871, -0.07081], [3.86721, 4.75179, -0.01332], [5.61846, 4.17520, 1.02839], [5.15095, 5.92538, 0.90885], [3.60111, 5.86271, 2.57898], [4.55048, 4.53120, 3.15512], [-1.81580, -3.35628, -5.13378], [-1.19820, -4.00227, -3.87165], [0.19262, -3.91277, -4.06010], [0.57528, -2.73234, -5.03093], [1.78045, -3.01279, -5.73734], [0.49016, -1.45482, -4.39675], [-0.71747, -3.01362, -5.98321], [-2.50821, -2.56329, -4.84582], [-2.45138, -4.03644, -5.70183], [-1.56180, -5.02010, -3.73815], [-1.66564, -3.47096, -3.03933], [-4.54854, -4.66471, -0.02918], [-4.95211, -5.81468, 0.92544], [-4.53360, -6.98296, 0.24603], [-3.26149, -6.74376, -0.70156], [-3.35176, -7.30899, -1.99832], [-2.09803, -7.05221, 0.10950], [-3.41473, -5.12159, -0.76762], [-4.30450, -3.78953, 0.56564], [-5.31012, -4.51629, -0.79433], [-6.03546, -5.71969, 0.91389], [-4.49648, -5.67197, 1.90129], [-1.94300, 4.48274, -4.75852], [-1.06247, 3.26151, -5.00609], [-0.79952, 2.64045, -3.77385], [-1.45848, 3.44621, -2.49721], [-0.42799, 4.26972, -1.92904], [-2.21068, 2.58057, -1.62404], [-2.45893, 4.27817, -3.47050], [-2.77287, 4.72416, -5.42141], [-1.31201, 5.37759, -4.79515], [-0.12972, 3.65023, -5.43457], [-1.28849, 2.49524, -5.75101]]}